(1)
Formula: C7H8NO4S
Source: OMol25
Level of theory: ωB97M-V/def2-TZVPD

Properties
calculated total energy	-27896.872	eV
LUMO energy (alpha / beta)	3.505 / 1.160	eV
orbital gap (alpha / beta)	5.70 / 6.31	eV
total charge	-1
spin multiplicity	3
relative energy (zero: lowest compared OMol25 entry of this formula, charge and spin)	442.7	kJ/mol
E_HOMO (alpha / beta)	-0.0806 / -0.1892	Ha

Geometry (Å):
C -1.531 1.490 -0.758
C -0.367 1.715 -1.348
C -1.860 0.116 -0.177
C 0.689 0.734 -1.326
C -1.090 -0.641 0.648
C 1.452 0.442 -0.289
C -1.366 -1.853 1.415
N 1.671 1.192 0.818
O 2.044 2.382 0.604
O 1.421 -2.222 -0.249
O 1.819 0.612 1.903
O 3.401 -1.125 -1.210
S 2.492 -1.274 -0.088
H -2.218 2.282 -0.902
H -0.370 2.667 -1.856
H -2.789 -0.097 -0.525
H 0.786 0.196 -2.374
H -0.078 -0.207 0.979
H -0.467 -2.371 1.406
H -2.065 -2.409 0.915
H -1.574 -1.628 2.414

Atomic partial charges in e from the Mulliken method, atoms 1 to 5: -0.439, -0.401, -0.732, -0.269, 0.540

***

(2)
Formula: C5H6
Source: OMol25
Level of theory: ωB97M-V/def2-TZVPD

Properties
calculated total energy	-5278.596	eV
LUMO energy	1.078	eV
orbital gap	10.88	eV
relative energy (zero: lowest compared OMol25 entry of this formula, charge and spin)	251.2	kJ/mol
E_HOMO	-0.3603	Ha

Geometry (Å):
C -0.646 2.144 0.329
C -0.124 0.952 0.703
C -0.578 -0.473 0.323
C 0.425 -1.297 -0.347
C 1.202 -1.738 -1.219
H -0.383 3.147 0.837
H -1.482 2.104 -0.466
H 0.686 0.864 1.611
H -1.476 -0.502 -0.185
H -0.947 -0.971 1.317
H 1.926 -2.171 -1.842

Atomic partial charges in e from the Mulliken method, atoms 1 to 5: -0.556, -0.059, -0.648, -0.308, -0.082

***

(3)
Formula: C60H50N3O5PSnTe
Source: OMol25
Level of theory: ωB97M-V/def2-TZVPD

Properties
calculated total energy	-100139.304	eV
LUMO energy	-6.727	eV
orbital gap	4.48	eV
total charge	+2
E_HOMO	-0.4117	Ha

Geometry (Å):
Sn 0.856 -1.333 0.377
O 2.285 -1.461 3.069
C 2.304 -0.557 3.738
C 2.307 0.534 4.561
C 3.256 0.644 5.613
C 3.189 1.717 6.457
C 2.199 2.685 6.279
C 1.272 2.582 5.248
C 1.298 1.529 4.356
P 0.136 1.302 2.912
C -1.398 1.992 3.641
C -2.367 1.077 4.049
C -3.503 1.501 4.722
C -3.683 2.848 4.997
C -2.748 3.772 4.551
C -1.614 3.353 3.876
C 0.782 2.659 1.865
C -0.082 3.490 1.157
C 0.429 4.491 0.346
C 1.800 4.650 0.215
C 2.665 3.801 0.886
C 2.160 2.799 1.697
H 4.012 -0.121 5.734
H 3.898 1.808 7.268
H 2.158 3.537 6.944
H 0.513 3.343 5.139
H -2.241 0.024 3.832
H -4.249 0.782 5.034
H -4.558 3.182 5.538
H -2.904 4.828 4.730
H -0.905 4.088 3.515
H -1.153 3.372 1.261
H -0.242 5.157 -0.180
H 2.189 5.446 -0.406
H 3.736 3.922 0.783
H 2.847 2.142 2.222
C 3.963 3.933 -2.913
C 3.225 2.683 -2.513
C 3.884 1.561 -2.049
C 3.179 0.420 -1.656
C 3.831 -0.659 -0.910
O 3.277 -1.100 0.123
C 5.134 -1.188 -1.326
C 5.914 -1.901 -0.409
C 7.150 -2.393 -0.780
C 7.611 -2.202 -2.078
C 6.828 -1.530 -3.006
C 5.595 -1.024 -2.636
C 1.772 0.369 -1.792
O 1.122 -0.759 -1.651
C 1.088 1.563 -2.118
C 1.829 2.671 -2.506
C -0.388 1.699 -1.901
N -0.909 1.102 -0.892
C -2.317 1.222 -0.526
C -2.959 -0.123 -0.149
Te -2.939 -1.592 -1.736
C -4.057 -0.423 -3.107
C -5.077 0.424 -2.686
C -5.735 1.225 -3.607
C -5.395 1.168 -4.951
C -4.409 0.290 -5.377
C -3.738 -0.500 -4.458
C -1.075 2.645 -2.823
C -0.790 2.607 -4.188
C -1.352 3.529 -5.053
C -2.227 4.495 -4.575
C -2.527 4.535 -3.223
C -1.940 3.631 -2.351
H 5.040 3.805 -2.822
H 3.658 4.771 -2.282
H 3.734 4.203 -3.944
H 4.961 1.582 -1.927
H 5.538 -2.046 0.595
H 7.757 -2.931 -0.065
H 8.579 -2.588 -2.368
H 7.181 -1.407 -4.021
H 4.972 -0.523 -3.365
H 1.300 3.579 -2.770
H -2.925 1.717 -1.286
H -2.342 1.842 0.380
H -3.991 0.024 0.163
H -2.406 -0.575 0.680
H -5.372 0.451 -1.645
H -6.524 1.885 -3.271
H -5.913 1.793 -5.667
H -4.156 0.223 -6.427
H -2.957 -1.178 -4.783
H -0.124 1.843 -4.570
H -1.097 3.504 -6.105
H -2.676 5.212 -5.250
H -3.206 5.285 -2.838
H -2.132 3.711 -1.288
O -2.565 -7.348 3.534
C -2.583 -6.160 4.286
C -2.019 -5.041 3.461
C -1.735 -3.808 4.037
C -1.198 -2.819 3.240
N -0.945 -2.973 1.942
C -1.210 -4.154 1.382
C -1.745 -5.208 2.113
C -0.859 -4.327 -0.048
C -1.516 -5.281 -0.810
C -1.134 -5.523 -2.123
C -1.824 -6.609 -2.916
O -1.231 -7.868 -2.666
C -0.082 -4.779 -2.634
C 0.503 -3.815 -1.836
N 0.129 -3.576 -0.578
H -2.851 -8.084 4.082
H -1.989 -6.250 5.202
H -3.607 -5.890 4.579
H -1.914 -3.632 5.090
H -0.951 -1.846 3.650
H -1.911 -6.177 1.666
H -2.346 -5.837 -0.395
H -1.826 -6.361 -3.981
H -2.857 -6.698 -2.579
H -0.415 -7.960 -3.167
H 0.270 -4.932 -3.646
H 1.302 -3.187 -2.215

Atomic partial charges in e from the Mulliken method, atoms 1 to 5: 2.146, -0.130, 0.643, 0.726, -0.937

***

(4)
Formula: C15H35N4O5Pt
Source: OMol25
Level of theory: ωB97M-V/def2-TZVPD

Properties
calculated total energy	-35555.990	eV
LUMO energy (alpha / beta)	-4.509 / -5.195	eV
orbital gap (alpha / beta)	7.19 / 6.50	eV
total charge	+1
spin multiplicity	3
relative energy (zero: lowest compared OMol25 entry of this formula, charge and spin)	22.1	kJ/mol
E_HOMO (alpha / beta)	-0.4299 / -0.4299	Ha

Geometry (Å):
Pt -12.247 -5.618 14.470
C -8.213 -5.476 14.870
C -9.062 -6.756 14.769
C -9.122 -7.350 16.174
O -10.375 -6.577 14.324
H -7.309 -5.549 15.468
H -8.787 -4.620 15.238
H -7.962 -5.150 13.856
H -8.530 -7.396 14.061
H -8.176 -7.854 16.398
H -9.844 -8.169 16.250
H -9.392 -6.674 16.985
C -6.511 -4.833 20.733
O -7.148 -4.283 21.604
N -6.638 -4.666 19.408
C -5.782 -5.324 18.451
C -7.758 -3.943 18.852
H -5.820 -5.643 21.000
H -5.350 -4.545 17.806
H -6.349 -5.930 17.744
H -4.899 -5.736 18.933
H -7.404 -2.962 18.521
H -8.328 -4.425 18.055
H -8.516 -3.659 19.581
C -12.625 -8.186 16.737
O -12.598 -7.082 16.173
N -12.335 -8.299 18.026
C -12.471 -9.590 18.696
C -11.995 -7.192 18.910
H -12.867 -9.103 16.194
H -11.968 -10.390 18.153
H -13.512 -9.878 18.851
H -12.040 -9.583 19.695
H -12.654 -7.269 19.774
H -10.964 -7.269 19.258
H -12.145 -6.236 18.417
C -11.921 -12.118 14.918
O -12.213 -13.067 15.620
N -10.981 -11.197 15.129
C -10.633 -10.160 14.166
C -9.946 -11.474 16.152
H -12.516 -11.917 14.003
H -10.937 -10.535 13.186
H -9.627 -9.760 14.129
H -11.317 -9.317 14.302
H -9.983 -12.334 16.814
H -8.992 -11.660 15.647
H -9.833 -10.547 16.717
C -11.487 -3.709 17.201
O -11.996 -4.079 16.151
N -12.162 -3.368 18.304
C -11.481 -2.943 19.547
C -13.617 -3.445 18.506
H -10.398 -3.650 17.349
H -11.885 -1.947 19.738
H -10.418 -2.805 19.379
H -11.814 -3.621 20.329
H -14.073 -4.073 17.742
H -13.822 -3.941 19.453
H -14.043 -2.445 18.491

Atomic partial charges in e from the Mulliken method, atoms 1 to 5: 1.977, -1.412, 0.498, -0.110, -0.779